67
Properties=species:S:1:pos:R:3 method="wB97M-V/def2-TZVPD" homo_energy_ev="-12.7 / -12.7" e_lumo_ev="-5.454 / -4.761" e_above_lowest_kcal_mol=0.0 orbital_gap_ha="0.2677 / 0.2931" spin_multiplicity=2 energy_ev=-191035.380 total_charge=+2 max_force_ha_per_bohr=0.00540
Co -0.4120 0.0309 -1.1832
N 1.1050 1.4622 -0.9903
C 2.3325 0.6711 -0.7316
C 2.3640 -0.4391 -1.7509
N 1.0782 -1.1898 -1.7216
C 1.1461 -2.2885 -0.7232
C -0.2495 -2.7062 -0.3189
N -0.9574 -1.4769 0.0956
C 0.7690 -1.7208 -3.0750
C 0.2369 -0.6085 -3.9565
N -0.8808 0.0438 -3.2375
H 1.2345 2.0478 -1.8107
H 0.9390 2.0982 -0.2151
H 2.2497 0.2824 0.2855
H 3.2376 1.2781 -0.7902
H 3.2038 -1.1200 -1.5917
H 2.4870 -0.0155 -2.7473
H 1.6626 -1.8994 0.1564
H 1.7225 -3.1297 -1.1186
H -0.2011 -3.4386 0.4887
H -0.7947 -3.1652 -1.1433
H -0.5494 -1.1755 0.9951
H -1.9416 -1.6535 0.2675
H 0.0122 -2.4992 -2.9734
H 1.6556 -2.1875 -3.5130
H -0.0625 -0.9991 -4.9296
H 0.9971 0.1499 -4.1383
H -1.7322 -0.4977 -3.3643
H -1.0808 0.9525 -3.6446
C 4.1221 0.5204 3.2600
N 3.5740 -0.7713 3.6495
C 4.2940 -1.7362 4.3281
C 3.4494 -2.7528 4.5834
N 2.2197 -2.3977 4.0624
C 1.0208 -3.2166 4.1719
C 2.3017 -1.1847 3.4829
Se 0.9034 -0.2183 2.7005
H 4.4978 1.0352 4.1415
H 3.3245 1.1076 2.8151
H 4.9322 0.3769 2.5472
H 5.3324 -1.6029 4.5734
H 3.6017 -3.6863 5.0947
H 1.0005 -3.6764 5.1565
H 1.0217 -3.9931 3.4079
H 0.1530 -2.5749 4.0518
C -2.0971 1.9077 2.1261
C -3.0672 1.4441 1.0480
As -2.2826 1.4497 -0.7277
C -2.0487 3.3398 -1.1132
C -1.6146 3.5950 -2.5513
C -3.7655 0.9305 -1.8881
C -5.0808 1.6497 -1.6105
H -2.5803 1.8939 3.1023
H -1.7546 2.9281 1.9506
H -1.2194 1.2629 2.1917
H -3.9404 2.0965 0.9989
H -3.4413 0.4367 1.2436
H -1.3221 3.7292 -0.3983
H -2.9973 3.8331 -0.8977
H -0.6735 3.0919 -2.7871
H -1.4637 4.6591 -2.7284
H -2.3675 3.2590 -3.2672
H -3.8827 -0.1513 -1.7818
H -3.4409 1.1157 -2.9145
H -5.4700 1.4116 -0.6217
H -5.8344 1.3494 -2.3377
H -4.9754 2.7326 -1.6830

118
Properties=species:S:1:pos:R:3 method="wB97M-V/def2-TZVPD" homo_energy_ev=-7.5 e_lumo_ev=-1.072 orbital_gap_ha=0.2350 energy_ev=-201426.556 smiles="CCCN[C@@](OCP(C)C)([C@@](Br)(CCCCCOC(C)=O)O[C@@](N=C=O)(N=C=S)P(C)CC)P(=O)(O)O.CCOC(=O)C(F)(F)F.CCOC(=O)C(F)(F)F.CCOC(=O)C(F)(F)F" max_force_ha_per_bohr=0.14879
C -0.1527 3.5554 1.9968
C 0.8102 2.2694 1.8253
C 0.1141 0.8600 2.2585
N -0.4913 0.2138 1.1000
C -0.0488 -1.0724 0.6267
O -0.2185 -2.2489 1.4238
C -0.9904 -2.1893 2.6131
P 0.1201 -2.2294 4.1993
C 1.9421 -2.4737 3.7552
C -0.1784 -0.6791 5.2482
C -0.9746 -1.3941 -0.7199
Br -0.1663 -3.1587 -1.3745
C -2.4664 -1.8504 -0.3873
C -3.3733 -0.9752 0.5962
C -4.8872 -0.8952 -0.0353
C -6.0093 -0.7279 1.1532
C -6.7554 0.6876 0.9834
O -8.2107 0.4132 0.9317
C -8.7505 1.6157 0.3077
C -8.7179 2.9808 1.1660
O -9.1905 1.5588 -0.8793
O -0.7187 -0.4398 -1.7305
C -1.5998 -0.2654 -2.8164
N -2.0485 -1.5242 -3.5416
C -1.3246 -1.7393 -4.6050
O -0.5012 -2.2707 -5.4015
N -2.8736 0.4954 -2.5694
C -2.7686 1.3781 -1.6285
S -2.6550 2.7928 -0.7344
P -0.7035 0.7013 -4.2488
C 1.1923 0.4361 -4.1311
C -0.9051 2.5708 -4.0891
C 0.3240 3.3963 -4.7935
P 1.8494 -1.1716 0.2045
O 2.4386 -2.5744 0.5605
O 2.8181 -0.0836 1.1033
O 2.2146 -0.8776 -1.4235
H -1.0298 3.3664 2.7114
H -0.5002 3.8918 0.9416
H 0.5060 4.4209 2.3976
H 1.2078 2.2058 0.7371
H 1.7503 2.4816 2.4736
H -0.7124 1.1428 3.0212
H 0.8870 0.2033 2.8224
H -1.0488 0.7960 0.4726
H -1.6233 -3.1616 2.6941
H -1.7152 -1.3236 2.7748
H 2.4566 -1.5135 3.3872
H 2.0587 -3.3717 3.0569
H 2.4830 -2.7591 4.7437
H -1.2050 -0.1706 5.0531
H 0.6725 0.0702 5.0109
H -0.0980 -0.9289 6.3669
H -2.3592 -2.8887 0.1303
H -3.1200 -2.0853 -1.3095
H -3.5206 -1.5521 1.5937
H -3.0632 0.1056 0.7798
H -4.9943 -0.0643 -0.8196
H -5.1121 -1.9398 -0.4950
H -5.5256 -0.8513 2.1934
H -6.7610 -1.6089 1.0573
H -6.4474 1.2741 0.0403
H -6.4662 1.3446 1.8852
H -7.6509 3.2191 1.5353
H -9.3554 2.8491 2.1257
H -9.0875 3.8292 0.4952
H 1.4478 -0.6914 -4.0358
H 1.5521 1.0123 -3.2049
H 1.7304 0.9105 -5.0438
H -0.8786 2.9185 -2.9795
H -1.8932 2.8677 -4.5992
H 1.2745 3.3053 -4.1307
H 0.0570 4.5273 -4.7620
H 0.5256 3.0542 -5.8663
H 3.1958 0.5911 0.4825
H 2.8790 -1.5045 -1.7907
C 1.2199 -2.6030 -7.9231
C 0.0166 -2.9510 -8.7761
O 0.4022 -3.7856 -9.8800
C 0.5254 -5.1052 -9.6116
O 0.3374 -5.5964 -8.5265
C 0.8871 -5.8752 -10.8789
F 1.8573 -5.2662 -11.5973
F -0.1736 -6.0085 -11.7072
F 1.3312 -7.1220 -10.6232
H 2.0072 -2.1531 -8.5346
H 0.9430 -1.9047 -7.1323
H 1.6473 -3.4969 -7.4617
H -0.4056 -2.0386 -9.2042
H -0.7729 -3.4246 -8.1859
C 8.5075 -0.0502 -0.8197
C 8.4303 1.1583 -1.7320
O 7.0681 1.4314 -2.0962
C 6.3427 2.1318 -1.1961
O 6.7692 2.5212 -0.1375
C 4.9376 2.3932 -1.7316
F 4.3843 1.2973 -2.2963
F 4.9297 3.3551 -2.6811
F 4.0781 2.7983 -0.7725
H 8.0155 -0.9109 -1.2805
H 9.5471 -0.3078 -0.6073
H 7.9969 0.1386 0.1280
H 8.9687 0.9523 -2.6601
H 8.8964 2.0375 -1.2781
C 1.4367 0.9916 12.0362
C 0.4761 0.4849 10.9783
O 0.3240 1.4521 9.9280
C 1.2862 1.4518 8.9776
O 2.2340 0.7063 8.9736
C 0.9733 2.4884 7.9018
F 0.5759 3.6720 8.4198
F -0.0208 2.0791 7.0816
F 2.0317 2.7592 7.1123
H 1.1172 1.9687 12.4083
H 1.4913 0.2936 12.8742
H 2.4416 1.1200 11.6264
H -0.5131 0.3417 11.4195
H 0.7919 -0.4817 10.5757

79
Properties=species:S:1:pos:R:3 method="wB97M-V/def2-TZVPD" homo_energy_ev=-8.3 e_lumo_ev=0.467 e_above_lowest_kcal_mol=4.9 orbital_gap_ha=0.3209 energy_ev=-52019.581 smiles="CCC(C)(C)NC(=O)[C@H](c1ccc(OC)cc1)N(C(=O)CCC(=O)Nc1cc(C)on1)c1ccc(OC)c(OC)c1" max_force_ha_per_bohr=0.02425
C -2.1174 -4.3340 3.0138
C -1.2728 -3.7141 1.9075
C -1.9536 -2.5775 1.1222
C -3.2286 -3.0567 0.4336
C -2.2551 -1.3676 2.0101
N -1.0350 -2.1577 0.0541
C 0.2193 -1.7192 0.2323
O 0.8022 -1.6677 1.2962
C 0.8506 -1.2279 -1.0951
C 2.3288 -1.4649 -1.2189
C 2.8358 -1.9436 -2.4244
C 4.1880 -2.1408 -2.5959
C 5.0777 -1.8669 -1.5562
O 6.3943 -2.0885 -1.8278
C 7.3371 -1.8658 -0.8084
C 4.5772 -1.3971 -0.3479
C 3.2172 -1.1941 -0.1880
N 0.5168 0.2014 -1.2206
C -0.6461 0.5413 -1.7955
O -1.4258 -0.3075 -2.2240
C -0.9065 2.0328 -1.9092
C -2.0725 2.3724 -2.8470
C -3.4213 2.3241 -2.1428
O -4.0959 3.3087 -1.9419
N -3.7683 1.0626 -1.7670
C -4.9078 0.7089 -1.0901
C -6.0240 1.5119 -0.7297
C -6.8513 0.6397 -0.0868
C -8.1849 0.8106 0.5383
O -6.2840 -0.5793 -0.0599
N -5.0770 -0.5295 -0.6838
C 1.3694 1.1428 -0.5845
C 2.5210 1.5860 -1.2118
C 3.3548 2.4710 -0.5521
C 3.0701 2.9329 0.7272
O 3.8748 3.8175 1.3963
C 5.0701 4.2421 0.7899
C 1.8979 2.4793 1.3681
O 1.4433 2.8246 2.5992
C 2.2417 3.5452 3.5125
C 1.0703 1.5884 0.6924
H -1.5385 -5.1043 3.5185
H -2.4028 -3.5909 3.7531
H -3.0172 -4.7964 2.6167
H -0.3540 -3.3198 2.3417
H -0.9937 -4.4926 1.1927
H -3.9652 -3.3551 1.1727
H -3.0159 -3.9083 -0.2090
H -3.6660 -2.2574 -0.1621
H -2.9856 -1.6235 2.7710
H -1.3435 -1.0245 2.4929
H -2.6631 -0.5620 1.4023
H -1.4656 -2.0051 -0.8484
H 0.3410 -1.7246 -1.9286
H 2.1620 -2.1621 -3.2407
H 4.5852 -2.5098 -3.5283
H 7.1481 -2.5037 0.0609
H 8.3037 -2.1222 -1.2395
H 7.3493 -0.8171 -0.4931
H 5.2341 -1.1819 0.4800
H 2.8438 -0.8427 0.7592
H 0.0076 2.5074 -2.2724
H -1.0988 2.4300 -0.9094
H -1.9455 3.3843 -3.2320
H -2.0819 1.6716 -3.6842
H -3.1071 0.3090 -1.9705
H -6.1543 2.5527 -0.9287
H -8.4987 1.8462 0.4540
H -8.9141 0.1700 0.0446
H -8.1460 0.5268 1.5886
H 2.7717 1.2412 -2.2023
H 4.2464 2.8043 -1.0568
H 5.5413 4.9045 1.5147
H 5.7387 3.4009 0.5813
H 4.8802 4.7968 -0.1345
H 2.4315 4.5642 3.1703
H 3.1924 3.0424 3.7002
H 1.6590 3.5731 4.4331
H 0.1913 1.2349 1.2072

22
Properties=species:S:1:pos:R:3 method="wB97M-V/def2-TZVPD" homo_energy_ev=-9.0 e_lumo_ev=-0.288 e_above_lowest_kcal_mol=94.0 orbital_gap_ha=0.3190 energy_ev=-18801.413 max_force_ha_per_bohr=0.07581
C 0.3850 -0.1215 -0.4525
C -1.7692 -1.2268 -1.7904
C -0.4320 -1.4380 -2.6145
C 1.5320 1.6644 0.7659
C 0.9528 -0.5357 1.9250
C -0.8287 1.2839 1.2997
C 0.4524 0.5089 0.8783
O -1.5185 -1.0989 -0.4256
P 0.8440 -0.1527 -2.0166
H -2.3335 -0.2470 -2.1479
H -2.2114 -2.1531 -2.1509
H -0.0544 -2.4395 -2.5659
H -0.6197 -1.1166 -3.7624
H 1.7059 2.1362 1.7623
H 2.4980 1.2096 0.5229
H 1.1422 2.2708 0.0192
H 1.3775 -0.2036 2.8962
H 1.7982 -1.1254 1.4654
H 0.1991 -1.2355 2.1495
H -0.8749 2.1965 0.7028
H -0.6966 1.3616 2.3890
H -1.5482 0.4626 1.1503

114
Properties=species:S:1:pos:R:3 method="wB97M-V/def2-TZVPD" homo_energy_ev=-3.5 e_lumo_ev=1.078 e_above_lowest_kcal_mol=38.7 orbital_gap_ha=0.1699 energy_ev=-135043.974 total_charge=-1 max_force_ha_per_bohr=0.04282
Sn -0.5632 0.9109 -0.0824
C 2.2623 3.4799 2.8866
C 3.1669 2.3570 2.5131
C 4.5184 2.4537 2.5210
C 5.2983 1.3168 2.1636
N 4.7518 0.2398 1.6976
N 3.4151 0.1326 1.6307
B 2.8662 -1.1303 0.9936
N 3.2268 -1.4404 -0.3572
N 4.2042 -0.6254 -0.8680
C 4.5273 -0.6635 -2.1083
C 3.8222 -1.4823 -3.0488
C 2.9506 -2.4222 -2.5489
C 2.2959 -3.4137 -3.4582
C 2.6567 -2.4461 -1.1689
S 1.7614 -3.6913 -0.4970
C 5.7741 0.1251 -2.4913
C 6.9656 -0.7440 -2.0554
C 5.7742 1.4570 -1.7394
C 5.8777 0.3998 -3.9925
N 2.3073 -2.1084 1.9769
N 3.5098 -2.4185 2.4733
C 3.6642 -3.3164 3.3919
C 2.5233 -3.9647 3.9335
C 1.2848 -3.6418 3.4723
C 0.0491 -4.2970 3.9867
C 1.1390 -2.6706 2.4120
S -0.3336 -2.3322 1.7513
C 5.1091 -3.5602 3.8002
C 5.9425 -3.7172 2.5200
C 5.5851 -2.3133 4.5594
C 5.2648 -4.8005 4.6791
C 2.5785 1.0984 2.1398
S 0.9649 0.7680 2.4422
C 6.7991 1.3246 2.3979
C 7.4391 2.5623 1.7569
C 7.0213 1.3484 3.9184
C 7.4463 0.0701 1.8164
H 2.8256 4.3693 3.1640
H 1.6186 3.1718 3.7101
H 1.6045 3.7104 2.0462
H 4.9956 3.3827 2.7985
H 4.1503 -1.5467 -4.0730
H 2.8271 -3.4772 -4.4066
H 1.2666 -3.1079 -3.6585
H 2.2628 -4.3893 -2.9773
H 6.8878 -0.9804 -0.9957
H 7.9089 -0.2270 -2.2424
H 6.9715 -1.6855 -2.6080
H 5.6787 1.2756 -0.6725
H 4.9114 2.0438 -2.0515
H 6.6879 2.0164 -1.9491
H 6.0440 -0.5167 -4.5607
H 6.7206 1.0667 -4.1800
H 4.9666 0.8732 -4.3526
H 2.6315 -4.7170 4.7024
H 0.2599 -4.9203 4.8544
H -0.3769 -4.9095 3.1917
H -0.6952 -3.5406 4.2304
H 5.8225 -2.8330 1.8975
H 5.5988 -4.5810 1.9505
H 6.9969 -3.8515 2.7650
H 5.4412 -1.4342 3.9325
H 6.6420 -2.4005 4.8159
H 5.0149 -2.1768 5.4796
H 4.8539 -5.6806 4.1831
H 4.7650 -4.6703 5.6397
H 6.3229 -4.9795 4.8706
H 7.1146 3.4831 2.2402
H 7.1744 2.6185 0.7024
H 8.5243 2.5006 1.8405
H 6.5497 2.2192 4.3743
H 8.0885 1.3763 4.1425
H 6.5954 0.4547 4.3747
H 7.3238 0.0590 0.7372
H 6.9743 -0.8242 2.2153
H 8.5101 0.0541 2.0558
S 2.0927 1.3722 -4.0493
C 1.1384 1.4840 -2.6560
S -0.5115 1.1061 -2.8233
S 1.7804 1.9736 -1.1671
N -2.9964 3.1226 1.7277
C -3.2494 1.7868 1.9069
N -4.1769 1.3308 2.7420
N -4.1380 0.0062 2.5867
N -3.2488 -0.3192 1.7193
N -2.6460 0.7925 1.2448
C -2.4096 3.6018 0.5807
N -2.7045 4.7705 0.0409
N -1.9044 4.8591 -1.0344
N -1.1722 3.8210 -1.1440
N -1.4518 2.9730 -0.1268
H -3.6753 3.7401 2.1436
C -4.6365 -0.7943 -2.4733
C -3.3878 -0.1889 -1.7887
N -2.4192 -1.2295 -1.4959
C -2.9951 -2.2262 -0.6105
C -4.2141 -2.8860 -1.2961
N -4.3833 -2.2556 -2.6391
C -3.1624 -2.4694 -3.4736
C -1.9548 -1.8577 -2.7175
H -4.8081 -0.3521 -3.4555
H -5.5303 -0.6693 -1.8611
H -3.6508 0.2997 -0.8528
H -2.9144 0.5572 -2.4256
H -3.2503 -1.7273 0.3302
H -2.2294 -2.9644 -0.3786
H -5.1278 -2.7196 -0.7253
H -4.0771 -3.9591 -1.4344
H -5.1828 -2.6783 -3.1064
H -3.3218 -1.9804 -4.4358
H -3.0413 -3.5403 -3.6398
H -1.4596 -1.0989 -3.3226
H -1.2154 -2.6166 -2.4561

25
Properties=species:S:1:pos:R:3 method="wB97M-V/def2-TZVPD" homo_energy_ev=-12.0 e_lumo_ev=-4.571 e_above_lowest_kcal_mol=36.2 orbital_gap_ha=0.2713 energy_ev=-53752.970 total_charge=+1 max_force_ha_per_bohr=0.09088
C 0.7340 -0.0013 -0.6250
C -2.9556 -0.3897 0.4879
C -0.5966 -3.5104 -0.2360
C 4.2235 1.1193 0.5124
C -0.1945 2.8778 -0.6501
N -0.2587 -0.7692 -0.2168
N 1.9212 -0.3705 -0.2245
O -0.0525 1.3636 1.4394
S -1.6361 0.1116 -0.6979
S -0.3510 -2.1815 0.9518
S 3.3129 0.5062 -0.8523
S -1.0802 1.9664 0.6564
H -3.0082 -1.4555 0.3804
H -3.9770 -0.1221 0.0775
H -2.6512 0.0069 1.4281
H -1.7219 -3.8058 -0.4544
H -0.2845 -4.4376 0.2704
H -0.1157 -3.1917 -1.1949
H 3.7652 2.0836 0.8698
H 5.2699 1.3257 0.0699
H 4.3936 0.2638 1.2026
H -0.7939 2.5505 -1.5214
H 0.7677 2.3379 -0.8265
H -0.1994 3.8848 -0.5109
H 2.1227 -1.2757 0.1939

61
Properties=species:S:1:pos:R:3 method="wB97M-V/def2-TZVPD" homo_energy_ev="-9.8 / -9.8" e_lumo_ev="-2.106 / -2.100" e_above_lowest_kcal_mol=6.1 orbital_gap_ha="0.2827 / 0.2831" spin_multiplicity=4 energy_ev=-134337.396 total_charge=+1 max_force_ha_per_bohr=0.01274
Cr 0.7842 -0.5086 0.5880
C 0.8421 -1.9353 2.3512
C 2.0632 -1.2352 2.3411
C 2.7169 -1.4916 1.0915
C 1.9091 -2.4033 0.3569
C 0.7319 -2.6489 1.1152
C -0.3331 -3.6529 0.7976
C 2.2774 -3.0748 -0.9287
C 4.1000 -1.0427 0.7332
C 2.6517 -0.4397 3.4595
C -0.1588 -1.9980 3.4667
H -0.2057 -4.5358 1.4258
H -0.2812 -3.9777 -0.2407
H -1.3359 -3.2642 0.9823
H 2.7180 -4.0538 -0.7255
H 3.0068 -2.4921 -1.4895
H 1.4096 -3.2284 -1.5734
H 4.2536 -1.0246 -0.3462
H 4.8374 -1.7260 1.1628
H 4.3122 -0.0419 1.1165
H 3.3672 -1.0547 4.0119
H 1.8891 -0.1045 4.1639
H 3.1813 0.4374 3.0899
H -0.0021 -2.8951 4.0700
H -1.1805 -2.0364 3.0836
H -0.0796 -1.1354 4.1277
N -2.9752 0.0563 -0.9721
C -1.7086 -0.2235 -0.7261
O -1.2582 -0.1647 0.4497
C -0.7819 -0.6580 -1.8235
C 0.6354 -0.1897 -1.4539
H -3.5494 0.4483 -0.2449
H -3.2962 0.1340 -1.9205
H -1.1389 -0.3038 -2.7949
H -0.8271 -1.7540 -1.8380
H 0.7257 0.8760 -1.6685
H 1.3731 -0.7164 -2.0646
C -2.9575 5.6476 0.5901
N -1.5413 5.6951 0.2543
C -0.6951 6.7691 0.5125
C 0.5051 6.4526 0.0039
N 0.3858 5.1863 -0.5589
C 1.4516 4.4976 -1.2789
C -0.8787 4.7165 -0.4179
Se -1.5404 3.0770 -0.9380
H -3.3195 6.6651 0.7128
H -3.1236 5.0849 1.5088
H -3.4953 5.1560 -0.2143
H -1.0286 7.6560 1.0271
H 1.4295 7.0068 -0.0182
H 2.0121 5.2266 -1.8580
H 0.9997 3.7679 -1.9447
H 2.1156 3.9817 -0.5891
N -0.8394 1.6919 2.6583
C 0.3462 2.2576 2.4481
N 0.7115 3.2568 3.2603
S 1.3840 1.7938 1.1834
H -1.4763 2.0838 3.3323
H -1.2312 1.1200 1.9191
H 0.1588 3.5275 4.0545
H 1.6475 3.6129 3.1880